1.
Here is a structure of composition C9H16BrClFN2O6PS2Ta in a non-equilibrium geometry from the OMol25 dataset. Energies are from wB97M-V/def2-TZVPD.

```
40
Properties=species:S:1:pos:R:3:forces:R:3
N 3.53078 -0.60960 2.03434 -0.5 0.1 -0.2
P 2.89555 -1.47220 0.89627 0.0 -0.6 -0.4
O 3.29350 -3.04538 0.97994 0.1 0.0 0.3
O 3.64844 -1.22107 -0.51557 0.1 0.1 -0.1
Ta 0.29959 -0.98229 0.88971 -0.4 1.0 1.4
Br 0.17443 -2.36302 3.07838 0.2 0.4 -0.7
C 0.84216 0.30797 -0.82295 0.5 -0.1 0.6
C 1.69315 1.57086 -0.53866 0.1 -0.1 -0.2
C 1.24509 2.79899 -1.32600 0.3 0.1 0.1
C -0.18311 3.28693 -1.11118 0.1 0.0 -0.5
S -0.52366 3.70282 0.58351 0.1 0.0 -0.2
O -1.34029 2.71552 1.20164 0.1 0.0 0.1
O 0.65740 4.22797 1.18744 -0.1 -0.1 0.1
Cl -1.75772 5.32999 0.27361 -0.2 0.2 0.1
C -1.86518 -1.04284 0.38367 0.6 -0.8 -0.2
C -2.69690 -2.05911 0.87370 0.2 0.0 0.1
C -4.05143 -2.03704 0.61727 -0.2 -0.2 0.2
C -4.56501 -1.00998 -0.14735 0.0 0.2 -0.1
N -3.81184 -0.03655 -0.65102 -0.2 0.1 0.0
C -2.50916 -0.07349 -0.38692 0.1 0.2 0.0
S 0.38136 -3.10139 -0.71649 -0.5 -0.4 -0.2
O 0.78875 -4.29486 -0.01464 -0.1 0.0 0.0
O -0.76906 -3.20649 -1.58406 0.2 -0.1 -0.1
F 1.61053 -2.87404 -1.79588 0.3 0.1 -0.2
H 2.83517 -0.05069 2.52176 0.1 0.0 0.1
H 2.98248 -3.41475 1.81715 -0.1 -0.1 -0.1
H 3.50031 -1.97081 -1.11025 -0.1 0.0 0.0
H 0.38273 0.50241 1.90185 0.0 0.0 -0.2
H 1.45530 -0.36450 -1.43731 -0.2 0.0 -0.1
H -0.03764 0.54442 -1.42961 -0.1 -0.1 0.1
H 1.76999 1.81073 0.52563 -0.2 0.0 -0.1
H 2.71773 1.36152 -0.85932 0.0 0.0 0.2
H 1.92018 3.63057 -1.10408 0.0 0.0 0.0
H 1.33807 2.58508 -2.39607 -0.1 0.0 0.0
H -0.34568 4.20884 -1.66715 0.0 0.0 0.0
H -0.94092 2.57252 -1.43405 0.0 0.0 0.2
H -2.28764 -2.87399 1.45988 0.0 0.0 0.0
H -4.70905 -2.81198 0.99478 0.1 0.0 0.0
H -5.62715 -0.96842 -0.37192 0.0 0.0 0.0
H -1.93681 0.74584 -0.80985 -0.1 -0.1 0.0
```
Positions in Å, forces in eV/Å.

Output
- Orbital gap: 7.10 eV
- Maximum force: 1.7 eV/Å
- E_HOMO: -5.670 eV
- Charge: -1
- Spin multiplicity: 1
- DFT total energy: -5242.41402 hartree

2.
Here is a structure of composition C9H16Cl2N2O2PYb in a non-equilibrium geometry from the OMol25 dataset. Energies are from wB97M-V/def2-TZVPD.

```
33
Properties=species:S:1:pos:R:3:forces:R:3
C 1.41609 3.85102 2.53687 -0.8 0.3 0.6
C 1.23225 2.67367 1.73230 2.9 -0.4 -1.2
H 2.48844 4.05980 2.60203 0.1 0.1 -0.2
H 0.97821 3.64790 3.52293 0.0 0.1 -0.1
H 0.83196 4.66229 2.07554 0.1 0.0 0.1
O 1.81755 1.93346 1.00741 -2.0 1.3 1.4
Cl -1.20847 1.41338 3.47306 1.1 0.0 -0.9
Yb -0.13509 0.60729 1.36208 -2.8 -3.2 -0.9
P -0.00502 0.10477 -2.02251 0.2 1.0 -2.5
C 1.36755 -0.33921 -3.14991 0.5 -0.5 0.3
C -1.31385 0.07209 -3.34252 -0.4 -0.4 0.4
H -0.40769 2.37365 -1.35634 0.0 0.3 -0.2
H 0.28439 2.28680 -2.99952 0.1 0.0 0.3
H 1.33283 2.07179 -1.56887 0.2 0.1 -0.1
C 0.34000 1.88711 -1.97632 -0.1 0.3 0.2
H -2.25299 0.40162 -2.88629 0.1 -0.1 -0.4
H -1.01180 0.75008 -4.18108 -0.1 -0.5 0.8
H 1.32534 0.27831 -4.06292 -0.1 -0.1 0.4
H 1.29680 -1.38733 -3.43513 0.1 -0.1 0.0
H -1.42237 -0.96059 -3.73238 0.0 0.6 0.3
H 2.32368 -0.17803 -2.65659 0.2 -0.1 -0.1
C 1.33484 -1.11039 0.17806 5.2 -5.1 -2.5
O 2.05804 -1.95152 -0.26706 -4.6 5.2 2.6
Cl -2.08470 0.77428 -0.20564 0.3 0.0 1.1
N -0.96087 -2.26160 3.07090 -0.5 -2.8 -4.7
C -1.47742 -3.52237 2.98555 0.0 0.5 1.6
C -1.44441 -3.96556 1.68861 0.7 1.8 -0.1
C -0.90581 -2.89782 0.93386 -0.3 0.1 2.2
N -0.60899 -1.87701 1.77897 0.0 1.2 0.4
H -0.82990 -1.65346 3.81150 0.1 1.1 1.7
H -1.84753 -3.99817 3.89925 0.2 0.1 -0.5
H -1.75946 -4.89106 1.32374 -0.4 -1.2 -0.4
H -0.75157 -2.85517 -0.13959 0.0 0.2 0.3
```
Positions in Å, forces in eV/Å.

Output
- Orbital gap (spin up / spin down): 3.30 / 3.35 eV
- Maximum force: 7.7 eV/Å
- E_HOMO (spin up / spin down): -15.018 / -15.037 eV
- Charge: +2
- Spin multiplicity: 2
- DFT total energy: -3032.31260 hartree

3.
Here is a structure of composition C9H16Cl3HfNO2P2Se from the OMol25 dataset. Energies are from wB97M-V/def2-TZVPD.

```
35
Properties=species:S:1:pos:R:3:forces:R:3
Hf 0.72037 -1.23448 -0.27076 0.3 -0.1 -0.3
C 1.00134 0.54164 3.33306 0.0 0.0 0.0
P 1.03473 0.80622 1.54702 -0.1 -0.1 -0.2
C 2.51177 1.78899 1.17090 0.0 0.0 0.0
C -0.39796 1.87976 1.14282 0.0 0.0 0.1
C -0.45941 2.23820 -0.34700 0.0 0.0 -0.1
P -0.65905 0.78337 -1.44375 0.1 -0.1 0.0
C -0.25270 1.30093 -3.12672 0.0 0.0 0.0
C -2.41671 0.33906 -1.40558 0.0 0.0 0.0
H 1.10753 1.49689 3.84891 0.0 0.0 0.0
H 1.82213 -0.11252 3.62552 0.0 0.0 0.0
H 0.05868 0.07872 3.62478 0.0 0.0 0.0
H 2.43835 2.77826 1.62535 0.0 0.0 0.0
H 2.65432 1.89545 0.09549 0.0 0.0 0.0
H 3.38818 1.28070 1.57454 0.0 0.0 0.0
H -0.33177 2.79257 1.73994 0.0 0.0 0.0
H -1.30501 1.36118 1.46568 0.0 0.0 0.0
H 0.44168 2.76684 -0.66614 0.0 0.0 0.0
H -1.29726 2.91284 -0.53994 0.0 0.0 0.0
H -0.90780 2.12003 -3.42799 0.0 0.0 0.0
H -0.39598 0.46627 -3.81296 0.0 0.0 0.0
H 0.78339 1.63363 -3.18017 0.0 0.0 0.0
H -3.01665 1.19213 -1.72704 0.0 0.0 0.0
H -2.71860 0.05220 -0.39727 0.0 0.0 0.0
H -2.60508 -0.49508 -2.08287 0.0 0.0 0.0
Se 4.98618 -2.53808 -2.15522 0.0 -0.1 0.0
C 3.58001 -1.94667 -1.46674 0.0 0.3 0.1
N 2.56165 -1.46846 -0.97481 -0.4 -0.1 0.1
Cl -2.68336 -4.72707 -1.08884 0.1 0.1 0.1
C -2.21219 -3.94288 0.40530 -0.2 0.0 -0.1
Cl -3.59335 -3.14764 1.15856 0.1 0.0 0.0
Cl -1.43195 -5.07762 1.51491 0.0 0.0 0.0
C -1.12870 -2.90516 0.14880 0.2 0.3 0.1
O -0.89147 -1.96703 0.98520 0.1 -0.3 0.0
O -0.38530 -2.94320 -0.89297 -0.1 0.1 0.1
```
Positions in Å, forces in eV/Å.

Output
- Orbital gap: 7.49 eV
- Maximum force: 0.4 eV/Å
- E_HOMO: -15.451 eV
- Charge: +2
- Spin multiplicity: 1
- DFT total energy: -5070.04600 hartree